# 1
DFT (wB97M-V/def2-TZVPD) results for a cluster of 2 separate species, C10H16O in total.

Element x y z (Å)
C  -0.68  3.30  -1.47
C  -1.11  1.82  -1.51
C  -0.06  0.74  -1.75
C  -0.27  -0.46  -1.30
C  -1.49  -0.77  -0.64
O  -1.75  -1.99  -0.10
C  -2.58  0.09  -0.48
C  -2.27  1.46  -0.78
H  -1.51  3.84  -1.05
H  -0.43  3.69  -2.51
H  0.13  3.36  -0.76
H  0.67  0.92  -2.52
H  0.43  -1.29  -1.46
H  -1.23  -2.63  -0.49
H  -3.53  -0.16  -0.12
H  -3.08  2.21  -0.60
C  2.17  -1.07  3.34
C  2.42  -1.48  1.82
C  3.79  -1.02  1.51
H  1.40  -0.28  3.25
H  3.17  -0.54  3.72
H  1.88  -1.93  3.92
H  2.35  -2.60  1.73
H  1.73  -1.15  1.13
H  4.51  -1.44  2.13
H  4.10  -1.67  0.58
H  3.97  0.01  1.40

Output
LUMO = 0.83 eV
Calculated total energy = -12674.731 eV
SMILES string = Cc1ccc(O)cc1.CCC
HOMO-LUMO gap = 0.3275 Eh
Net charge = 0

***

# 2
DFT (wB97M-V/def2-TZVPD) results for a cluster of 2 separate species, C10H16O in total.

Element x y z (Å)
C  1.20  0.40  2.35
C  -0.13  0.77  1.94
C  -0.61  0.92  0.62
C  -1.94  0.94  0.29
C  -2.93  0.95  1.37
O  -4.24  0.90  0.97
C  -2.58  0.74  2.65
C  -1.10  0.83  2.94
H  1.42  0.47  3.33
H  1.89  1.12  1.88
H  1.62  -0.66  2.20
H  0.14  1.06  -0.18
H  -2.31  1.03  -0.71
H  -4.56  0.03  0.78
H  -3.33  0.70  3.49
H  -0.82  0.82  3.95
C  1.28  -2.22  -2.14
C  1.69  -1.07  -3.23
C  2.18  0.19  -2.35
H  1.22  -3.34  -2.22
H  1.91  -2.12  -1.27
H  0.27  -1.93  -2.00
H  2.35  -1.35  -4.06
H  0.69  -0.92  -3.77
H  1.71  0.30  -1.40
H  3.22  0.41  -2.41
H  1.73  1.04  -3.01

Output
LUMO = 0.82 eV
Calculated total energy = -12674.457 eV
SMILES string = Cc1ccc(O)cc1.CCC
HOMO-LUMO gap = 0.3514 Eh
Net charge = 0

***

# 3
DFT (wB97M-V/def2-TZVPD) results for a cluster of 2 separate species, C10H16O in total.

Element x y z (Å)
C  2.28  0.40  2.37
C  1.36  1.07  1.40
C  -0.01  0.83  1.43
C  -0.87  1.48  0.56
C  -0.37  2.47  -0.29
O  -1.17  3.15  -1.16
C  1.00  2.64  -0.42
C  1.84  1.90  0.39
H  3.11  1.04  2.66
H  2.71  -0.51  1.96
H  1.79  0.12  3.31
H  -0.41  0.15  2.17
H  -1.90  1.20  0.41
H  -2.09  2.89  -1.03
H  1.40  3.25  -1.22
H  2.92  1.99  0.30
C  -2.28  -1.89  -1.22
C  -0.78  -1.62  -1.25
C  0.03  -2.91  -1.04
H  -2.72  -2.15  -2.19
H  -2.91  -1.07  -0.84
H  -2.52  -2.69  -0.52
H  -0.56  -1.25  -2.25
H  -0.53  -0.84  -0.55
H  1.02  -2.79  -1.48
H  0.15  -3.14  0.02
H  -0.49  -3.73  -1.53

Output
LUMO = 0.83 eV
Calculated total energy = -12676.799 eV
SMILES string = Cc1ccc(O)cc1.CCC
HOMO-LUMO gap = 0.3398 Eh
Net charge = 0

***

# 4
DFT (wB97M-V/def2-TZVPD) results for a cluster of 2 separate species, C10H16O in total.

Element x y z (Å)
C  -0.82  2.10  -1.72
C  -1.29  -0.33  1.06
C  -1.55  0.42  -0.04
C  -0.25  0.10  1.98
C  -0.79  1.57  -0.34
C  0.49  1.26  1.71
C  0.25  1.95  0.56
O  -0.32  -0.53  3.14
H  -1.89  -1.16  1.39
H  -2.29  0.07  -0.75
H  0.57  -0.64  3.52
H  1.24  1.65  2.39
H  -0.10  1.51  -2.30
H  -0.57  3.16  -1.79
H  0.92  2.76  0.30
H  -1.77  2.08  -2.22
C  1.07  -1.21  -1.91
C  0.88  -1.74  -0.48
C  1.39  -2.32  -2.90
H  0.14  -0.71  -2.19
H  1.84  -0.44  -1.85
H  1.52  -1.18  0.21
H  2.37  -2.78  -2.77
H  0.57  -3.02  -2.88
H  1.39  -2.72  -0.44
H  -0.02  -2.01  0.07
H  1.36  -1.90  -3.91

Output
LUMO (alpha / beta) = -3.96 / -7.50 eV
Calculated total energy = -12668.177 eV
Expectation value of S² = 0.77
HOMO-LUMO gap (alpha / beta) = 0.3675 / 0.2567 Eh
Net charge = +1
Spin multiplicity = 2

***

# 5
DFT (wB97M-V/def2-TZVPD) results for a cluster of 2 separate species, C10H16O2S2 in total.

Element x y z (Å)
C  1.96  0.22  1.45
C  1.72  0.32  0.14
C  3.22  -0.56  1.66
C  -1.41  -0.87  1.30
C  -2.23  0.31  1.83
C  2.82  -0.37  -0.63
C  -2.96  0.04  -0.34
C  -1.72  -0.79  -0.15
C  3.61  0.64  -1.47
C  -2.78  1.25  -1.27
O  3.63  -0.98  0.37
O  -3.35  0.42  0.97
S  -1.19  -1.98  -1.26
S  0.45  1.13  -0.66
H  1.40  0.65  2.26
H  4.00  0.06  2.12
H  3.07  -1.44  2.29
H  -0.34  -0.80  1.51
H  -1.78  -1.82  1.71
H  -2.60  0.17  2.84
H  -1.62  1.23  1.78
H  2.42  -1.16  -1.28
H  -3.77  -0.58  -0.75
H  4.35  0.12  -2.08
H  4.11  1.35  -0.83
H  2.92  1.17  -2.12
H  -2.46  0.92  -2.26
H  -2.03  1.92  -0.86
H  -3.73  1.78  -1.36
H  -1.79  -1.47  -2.34

Output
LUMO (alpha / beta) = -0.62 / -1.60 eV
Calculated total energy = -36392.009 eV
HOMO-LUMO gap (alpha / beta) = 0.2688 / 0.2075 Eh
Net charge = 0

***

# 6
DFT (wB97M-V/def2-TZVPD) results for a cluster of 2 separate species, C10H16S in total.

Element x y z (Å)
C  2.20  0.21  -3.26
C  0.77  0.15  -2.74
C  0.40  0.84  -1.59
C  -0.89  0.76  -1.10
C  -1.85  0.00  -1.77
C  -1.49  -0.63  -2.95
C  -0.21  -0.54  -3.45
H  2.34  -0.64  -3.93
H  2.89  0.14  -2.43
H  2.32  1.13  -3.82
H  1.16  1.34  -1.00
H  -1.15  1.32  -0.21
H  -2.87  -0.01  -1.42
H  -2.28  -1.19  -3.44
H  0.05  -1.05  -4.37
C  0.79  1.22  3.01
C  0.68  -0.18  2.41
S  -1.01  -0.76  2.13
C  -1.57  -1.35  3.76
H  1.57  1.29  3.77
H  -0.12  1.56  3.49
H  1.04  1.99  2.27
H  1.10  -0.22  1.41
H  1.23  -0.88  3.03
H  -1.05  -0.92  4.61
H  -2.63  -1.14  3.82
H  -1.40  -2.42  3.78

Output
LUMO = 0.97 eV
Calculated total energy = -21464.543 eV
SMILES string = Cc1ccccc1.CCSC
HOMO-LUMO gap = 0.3439 Eh
Net charge = 0

***

# 7
DFT (wB97M-V/def2-TZVPD) results for a cluster of 2 separate species, C10H16S in total.

Element x y z (Å)
C  -3.23  0.21  3.41
C  -0.18  1.17  1.35
C  -1.47  1.13  1.85
C  0.77  0.26  1.80
C  -1.84  0.19  2.81
C  0.40  -0.70  2.72
C  -0.89  -0.74  3.23
H  0.04  1.92  0.59
H  -2.16  1.88  1.49
H  1.79  0.30  1.42
H  1.11  -1.40  3.13
H  -3.62  -0.81  3.47
H  -3.91  0.81  2.80
H  -1.22  -1.47  3.96
H  -3.15  0.59  4.43
C  0.16  0.09  -3.32
C  0.63  1.43  -3.91
C  2.30  -1.73  -3.06
S  1.38  -0.49  -2.17
H  -0.74  0.25  -2.75
H  -0.07  -0.63  -4.10
H  1.44  1.31  -4.62
H  1.01  2.11  -3.15
H  1.80  -2.00  -3.98
H  3.32  -1.37  -3.22
H  2.35  -2.59  -2.41
H  -0.24  1.93  -4.36

Output
LUMO (alpha / beta) = -3.08 / -8.13 eV
Calculated total energy = -21456.291 eV
Expectation value of S² = 0.75
HOMO-LUMO gap (alpha / beta) = 0.3106 / 0.1230 Eh
Net charge = +1
Spin multiplicity = 2

***

# 8
DFT (wB97M-V/def2-TZVPD) results for a structure of composition C10H17AlCaCl7F2NaO4.

Element x y z (Å)
C  0.40  -3.41  -2.70
C  -0.72  -3.15  -1.68
C  -0.79  -1.65  -1.45
C  -1.77  -1.29  -0.37
O  -1.50  -0.22  0.39
C  -1.52  0.97  -0.33
C  -0.13  1.47  -0.82
C  1.11  1.08  0.09
H  0.01  -3.15  -3.67
H  1.24  -2.79  -2.42
H  0.73  -4.44  -2.66
H  -1.66  -3.52  -2.05
H  -0.47  -3.60  -0.72
H  -0.94  -1.12  -2.38
H  0.21  -1.35  -1.12
H  -1.81  -2.12  0.33
H  -1.95  1.72  0.36
H  -2.25  0.94  -1.14
H  0.04  1.00  -1.77
H  -0.11  2.56  -0.98
H  1.91  0.86  -0.60
H  1.48  1.85  0.78
H  0.95  0.19  0.68
Al  -0.31  2.85  1.03
F  -4.00  -0.63  -0.27
C  -3.07  6.42  1.53
Cl  -3.15  4.91  0.57
Cl  -1.71  6.39  2.65
H  -2.95  7.27  0.86
H  -3.99  6.53  2.09
C  3.12  -5.83  -2.40
O  2.74  -6.55  -1.38
O  3.60  -4.73  -2.30
O  2.99  -6.32  -3.66
Na  -2.17  6.49  -0.73
C  1.77  2.24  5.16
Cl  3.38  2.91  5.23
Cl  0.73  3.40  4.28
Cl  1.74  0.68  4.28
Cl  1.10  2.00  6.78
Ca  1.20  -6.87  -0.36
Cl  1.45  -6.51  -4.60
F  5.08  4.54  5.46

Output
LUMO = -3.09 eV
Calculated total energy = -141364.739 eV
HOMO-LUMO gap = 0.0503 Eh
Net charge = 0